No. 1
{
  "formula": "C30H61IN2O18S7",
  "method": "wB97M-V/def2-TZVPD",
  "symbols": ["C", "C", "C", "C", "S", "C", "C", "C", "C", "I", "C", "N", "C", "C", "N", "C", "H", "H", "H", "H", "H", "H", "H", "H", "H", "H", "H", "H", "H", "O", "S", "O", "O", "C", "C", "C", "H", "H", "H", "H", "H", "H", "H", "H", "O", "S", "O", "O", "C", "C", "C", "H", "H", "H", "H", "H", "H", "H", "H", "O", "S", "O", "O", "C", "C", "C", "H", "H", "H", "H", "H", "H", "H", "H", "O", "S", "O", "O", "C", "C", "C", "H", "H", "H", "H", "H", "H", "H", "H", "O", "S", "O", "O", "C", "C", "C", "H", "H", "H", "H", "H", "H", "H", "H", "O", "S", "O", "O", "C", "C", "C", "H", "H", "H", "H", "H", "H", "H", "H"],
  "coordinates": [[0.652, -3.303, -0.153], [-0.851, -3.566, -0.816], [-1.387, -5.114, -0.876], [-2.884, -5.368, -1.563], [-3.443, -7.169, -1.634], [-3.775, -4.088, -2.164], [-5.212, -4.445, -2.865], [-6.479, -3.529, -2.372], [-6.401, -3.022, -0.812], [-8.286, -1.878, -0.467], [-3.151, -2.542, -2.061], [-4.002, -1.449, -2.645], [-3.398, -0.085, -2.476], [-1.966, 0.145, -1.739], [-1.049, -0.907, -1.180], [-1.707, -2.244, -1.374], [0.674, -3.415, 1.013], [1.387, -4.146, -0.571], [1.114, -2.255, -0.487], [-0.696, -5.965, -0.465], [-3.195, -7.716, -2.911], [-5.077, -4.222, -4.030], [-5.544, -5.564, -2.793], [-6.477, -2.563, -3.074], [-7.508, -4.077, -2.629], [-5.526, -2.270, -0.617], [-6.362, -3.954, -0.103], [-4.000, 0.848, -2.890], [-1.601, 1.277, -1.630], [-0.136, 2.658, -0.038], [0.361, 3.160, 1.225], [-0.524, 3.642, 2.262], [1.494, 4.295, 0.935], [1.165, 5.388, 0.091], [0.336, 6.425, 0.825], [1.443, 1.943, 1.931], [0.654, 5.042, -0.814], [2.109, 5.844, -0.225], [-0.656, 6.034, 1.070], [0.205, 7.320, 0.211], [0.814, 6.707, 1.769], [2.155, 1.619, 1.170], [0.834, 1.098, 2.258], [1.961, 2.383, 2.786], [4.573, 1.064, 3.791], [5.472, 1.723, 2.868], [5.368, 1.549, 1.436], [7.009, 1.424, 3.321], [7.418, 0.075, 3.495], [7.696, -0.596, 2.163], [5.473, 3.463, 3.224], [6.677, -0.486, 4.074], [8.341, 0.095, 4.084], [6.774, -0.722, 1.587], [8.139, -1.584, 2.313], [8.376, 0.011, 1.557], [5.614, 3.604, 4.297], [4.509, 3.871, 2.915], [6.277, 3.939, 2.659], [-6.005, -1.317, -8.261], [-6.008, -1.030, -6.842], [-7.017, -1.560, -5.952], [-5.917, 0.584, -6.628], [-6.868, 1.413, -7.278], [-8.198, 1.406, -6.548], [-4.410, -1.430, -6.181], [-6.990, 1.119, -8.326], [-6.463, 2.430, -7.272], [-8.680, 0.427, -6.619], [-8.878, 2.149, -6.976], [-8.059, 1.621, -5.484], [-3.642, -0.981, -6.814], [-4.306, -2.517, -6.181], [-4.344, -1.051, -5.160], [3.303, 9.390, -1.713], [3.300, 9.677, -0.295], [2.291, 9.146, 0.595], [3.391, 11.290, -0.081], [2.440, 12.119, -0.731], [1.110, 12.113, -0.001], [4.898, 9.276, 0.366], [2.318, 11.826, -1.779], [2.845, 13.136, -0.725], [0.628, 11.133, -0.072], [0.430, 12.856, -0.428], [1.249, 12.328, 1.063], [5.666, 9.726, -0.267], [5.002, 8.189, 0.366], [4.964, 9.656, 1.388], [9.163, -3.649, 1.550], [9.486, -4.877, 2.244], [10.821, -5.163, 2.719], [8.964, -6.141, 1.357], [9.380, -6.242, 0.003], [10.797, -6.773, -0.101], [8.354, -5.076, 3.598], [9.279, -5.280, -0.509], [8.699, -6.943, -0.489], [11.518, -6.050, 0.293], [11.058, -6.976, -1.144], [10.912, -7.694, 0.480], [7.336, -4.922, 3.234], [8.598, -4.328, 4.355], [8.471, -6.079, 4.013], [-7.563, -6.048, 3.404], [-7.692, -5.298, 4.635], [-8.853, -4.483, 4.920], [-6.353, -4.393, 4.847], [-5.947, -3.520, 3.803], [-6.782, -2.253, 3.785], [-7.431, -6.401, 6.001], [-5.979, -4.029, 2.834], [-4.902, -3.256, 3.996], [-7.815, -2.468, 3.498], [-6.375, -1.532, 3.070], [-6.811, -1.793, 4.778], [-6.521, -6.977, 5.822], [-8.292, -7.070, 6.064], [-7.347, -5.815, 6.918]],
  "forces_ev_per_angstrom": [[0.17, -0.44, -0.91], [-1.52, -1.83, -0.30], [-1.73, 5.06, -1.61], [1.39, 4.06, -0.74], [0.33, 1.19, -0.34], [2.93, -1.82, 1.69], [0.06, 0.70, -0.75], [0.00, 1.31, -0.85], [0.43, -0.98, -0.93], [1.10, -0.66, 0.03], [0.05, 0.01, 0.02], [5.26, 2.20, 2.57], [1.37, -3.52, 1.19], [-0.07, -1.93, 0.06], [-6.91, -0.17, -3.39], [0.14, -1.83, 0.30], [-0.33, 0.40, -2.27], [-1.69, 1.81, 0.84], [-1.32, -2.35, 0.83], [-1.67, 1.75, -0.95], [0.03, 1.30, 1.04], [-0.28, -0.48, 2.48], [1.31, 2.04, 0.23], [-0.06, -2.02, 1.73], [2.37, 1.03, 0.89], [-1.79, -1.61, -0.44], [-0.18, 2.03, -1.17], [1.39, -2.32, 0.97], [-0.74, -2.86, -0.16], [-0.02, 0.63, 0.81], [0.52, 0.17, 0.27], [0.39, -0.37, -1.09], [-0.32, -1.38, 0.47], [-0.40, 1.10, -0.53], [-0.38, 0.00, 0.16], [0.16, 0.11, -0.08], [0.06, -0.13, 0.15], [0.00, -0.33, 0.15], [0.12, 0.02, -0.05], [0.15, -0.12, 0.07], [0.02, 0.03, -0.22], [-0.10, 0.09, 0.09], [-0.05, 0.20, -0.09], [-0.12, -0.05, -0.13], [0.54, 0.18, -0.92], [0.69, 0.09, 0.08], [-0.23, -0.13, 1.16], [-1.23, 1.04, -0.12], [0.41, -1.20, -0.15], [-0.20, -0.10, -0.22], [0.17, 0.02, 0.09], [-0.05, 0.20, -0.05], [-0.22, 0.34, -0.01], [0.11, 0.00, 0.08], [-0.01, 0.17, -0.01], [-0.02, -0.11, 0.16], [-0.01, -0.09, -0.17], [0.06, -0.20, -0.03], [-0.11, -0.15, 0.06], [-0.43, 0.23, 1.05], [0.25, 0.26, 0.20], [0.58, 0.31, -0.97], [0.61, -1.22, 0.09], [-0.91, 0.63, -0.37], [-0.26, -0.27, 0.11], [0.04, 0.26, 0.03], [0.11, -0.12, 0.13], [0.25, -0.30, 0.08], [0.06, 0.14, 0.00], [0.13, -0.03, 0.02], [0.02, 0.05, -0.17], [-0.18, -0.05, 0.04], [-0.17, 0.13, -0.05], [-0.08, -0.11, -0.13], [-0.41, 0.18, 1.11], [0.20, 0.51, 0.09], [0.58, 0.26, -0.95], [0.64, -1.36, 0.11], [-0.95, 0.67, -0.40], [-0.25, -0.27, 0.11], [0.07, 0.19, 0.06], [0.12, -0.11, 0.13], [0.25, -0.31, 0.08], [0.05, 0.14, -0.01], [0.14, -0.04, 0.02], [0.02, 0.06, -0.18], [-0.18, -0.04, 0.07], [-0.17, 0.14, -0.07], [-0.08, -0.04, -0.17], [0.59, -0.88, 0.35], [-0.12, -0.56, -0.07], [-0.97, 0.53, -0.57], [-0.14, 0.88, 1.21], [0.54, -0.18, -1.10], [0.35, 0.10, 0.14], [-0.12, -0.15, -0.07], [-0.03, -0.02, 0.20], [-0.11, 0.15, 0.36], [-0.10, -0.09, -0.07], [-0.11, 0.01, 0.09], [-0.09, 0.09, -0.14], [0.18, -0.03, -0.01], [0.11, -0.05, -0.20], [0.03, 0.15, -0.11], [-0.28, 0.84, 0.77], [0.30, 0.25, 0.13], [0.84, -0.71, -0.54], [-0.81, -1.16, 0.43], [0.19, 0.92, -0.81], [-0.38, 0.08, -0.03], [0.19, 0.06, 0.08], [-0.08, -0.09, 0.16], [-0.15, -0.31, 0.19], [0.16, 0.04, -0.01], [0.01, -0.11, 0.06], [0.12, -0.06, -0.13], [-0.14, 0.13, -0.03], [0.05, 0.18, -0.15], [-0.03, -0.04, -0.19]]
}



No. 2
{
  "formula": "C30H61NO20",
  "method": "wB97M-V/def2-TZVPD",
  "symbols": ["C", "O", "C", "C", "O", "C", "C", "C", "N", "H", "H", "H", "H", "H", "H", "H", "H", "H", "H", "H", "H", "H", "C", "C", "O", "C", "O", "O", "C", "H", "H", "H", "H", "H", "H", "H", "H", "C", "C", "O", "C", "O", "O", "C", "H", "H", "H", "H", "H", "H", "H", "H", "C", "C", "O", "C", "O", "O", "C", "H", "H", "H", "H", "H", "H", "H", "H", "C", "C", "O", "C", "O", "O", "C", "H", "H", "H", "H", "H", "H", "H", "H", "C", "C", "O", "C", "O", "O", "C", "H", "H", "H", "H", "H", "H", "H", "H", "C", "C", "O", "C", "O", "O", "C", "H", "H", "H", "H", "H", "H", "H", "H"],
  "coordinates": [[-2.814, -5.819, -1.060], [-2.388, -4.617, -1.659], [-3.277, -4.079, -2.604], [-4.202, -3.042, -1.997], [-4.962, -3.526, -0.904], [-6.321, -3.767, -1.164], [-6.590, -5.039, -1.964], [-8.008, -5.143, -2.460], [-9.053, -4.672, -1.924], [-3.668, -5.666, -0.399], [-1.983, -6.197, -0.472], [-3.085, -6.562, -1.815], [-2.674, -3.575, -3.363], [-3.843, -4.856, -3.124], [-4.852, -2.614, -2.765], [-3.575, -2.241, -1.604], [-6.799, -3.854, -0.189], [-6.793, -2.913, -1.663], [-5.927, -5.107, -2.825], [-6.392, -5.907, -1.331], [-8.148, -5.699, -3.386], [-8.833, -4.166, -1.065], [-0.132, 3.664, -0.430], [-1.528, 3.149, -0.708], [-1.541, 2.209, -1.797], [-1.189, 0.965, -1.477], [-0.902, 0.567, -0.378], [-1.224, 0.231, -2.588], [-0.848, -1.138, -2.404], [0.305, 4.087, -1.335], [-0.166, 4.438, 0.336], [0.517, 2.862, -0.082], [-2.179, 3.961, -1.029], [-1.968, 2.689, 0.174], [-1.422, -1.594, -1.601], [0.215, -1.217, -2.186], [-1.063, -1.638, -3.344], [2.383, 0.163, -0.217], [3.640, 0.401, 0.586], [4.822, 0.030, -0.151], [5.256, 0.923, -1.037], [4.779, 2.007, -1.256], [6.341, 0.419, -1.630], [6.914, 1.266, -2.629], [2.343, -0.873, -0.557], [1.500, 0.359, 0.388], [2.352, 0.813, -1.093], [3.657, -0.228, 1.475], [3.723, 1.441, 0.900], [7.113, 2.258, -2.228], [6.249, 1.345, -3.487], [7.845, 0.791, -2.924], [-2.841, 2.967, -5.933], [-1.574, 3.180, -5.132], [-0.412, 2.751, -5.864], [0.044, 3.613, -6.766], [-0.406, 4.704, -7.006], [1.088, 3.055, -7.383], [1.670, 3.864, -8.408], [-2.916, 1.926, -6.251], [-3.712, 3.209, -5.325], [-2.854, 3.597, -6.822], [-1.585, 2.573, -4.232], [-1.457, 4.224, -4.843], [1.923, 4.850, -8.025], [0.985, 3.962, -9.249], [2.569, 3.344, -8.723], [7.206, 1.463, 2.175], [6.756, 2.862, 2.533], [5.812, 2.848, 3.617], [6.342, 2.733, 4.832], [7.515, 2.661, 5.095], [5.345, 2.692, 5.716], [5.764, 2.536, 7.074], [6.344, 0.826, 1.969], [7.841, 1.482, 1.289], [7.772, 1.016, 2.992], [6.221, 3.321, 1.704], [7.601, 3.499, 2.791], [6.494, 3.295, 7.343], [6.190, 1.546, 7.227], [4.868, 2.650, 7.676], [-4.229, 1.388, 1.647], [-5.732, 1.551, 1.697], [-6.230, 1.453, 3.041], [-6.115, 2.560, 3.771], [-5.658, 3.612, 3.402], [-6.578, 2.301, 4.993], [-6.489, 3.398, 5.905], [-3.928, 0.456, 2.124], [-3.888, 1.370, 0.611], [-3.730, 2.209, 2.162], [-6.227, 0.747, 1.157], [-6.046, 2.500, 1.262], [-6.959, 4.286, 5.489], [-5.447, 3.611, 6.141], [-7.014, 3.084, 6.801], [1.790, -5.330, 4.035], [2.430, -4.462, 5.096], [3.831, -4.265, 4.844], [4.119, -3.327, 3.944], [3.326, -2.637, 3.356], [5.442, -3.291, 3.790], [5.886, -2.340, 2.819], [2.327, -6.275, 3.944], [0.754, -5.542, 4.300], [1.803, -4.833, 3.066], [2.390, -4.945, 6.070], [1.935, -3.494, 5.171], [5.481, -1.353, 3.034], [5.588, -2.651, 1.819], [6.969, -2.315, 2.886]],
  "forces_ev_per_angstrom": [[-0.12, -0.03, 0.13], [0.18, 0.02, -0.09], [-0.14, 0.10, -0.12], [0.08, 0.08, 0.15], [0.04, -0.09, 0.05], [-0.27, -0.08, 0.07], [-0.11, 0.08, -0.03], [-0.16, 0.00, 0.07], [0.06, 0.03, -0.03], [-0.07, 0.06, 0.02], [0.10, -0.03, 0.00], [0.02, -0.07, -0.09], [0.04, 0.06, -0.06], [0.04, -0.20, 0.09], [-0.04, 0.01, -0.11], [-0.03, 0.11, 0.06], [0.04, 0.04, 0.10], [0.12, 0.11, -0.13], [0.07, 0.02, -0.02], [0.15, -0.12, -0.05], [0.00, -0.09, -0.05], [-0.04, 0.01, 0.02], [0.09, -0.14, -0.11], [0.01, 0.31, 0.22], [-0.04, 0.00, 0.00], [-0.03, 0.02, -0.05], [-0.03, -0.02, 0.04], [-0.02, -0.02, -0.03], [0.04, -0.16, -0.06], [-0.02, 0.05, 0.01], [-0.02, 0.01, 0.01], [-0.02, -0.01, 0.04], [-0.02, -0.05, -0.11], [0.05, -0.07, 0.00], [0.05, 0.00, 0.06], [0.00, 0.03, 0.07], [-0.01, 0.07, -0.04], [0.08, -0.01, -0.15], [-0.21, 0.05, 0.19], [0.07, -0.02, -0.04], [0.03, -0.06, 0.16], [-0.02, 0.02, -0.01], [0.02, 0.00, -0.03], [0.08, 0.00, -0.06], [-0.02, -0.02, 0.06], [-0.01, -0.02, 0.02], [0.00, 0.03, 0.03], [0.06, -0.07, -0.04], [0.04, 0.03, -0.07], [-0.04, 0.02, 0.01], [-0.03, 0.05, 0.02], [-0.01, -0.05, 0.02], [0.07, 0.00, -0.17], [-0.27, 0.03, 0.17], [0.08, 0.01, 0.03], [-0.10, -0.11, -0.09], [0.03, 0.06, 0.02], [0.05, 0.01, 0.03], [0.09, 0.00, -0.06], [-0.03, -0.02, 0.06], [0.00, 0.00, 0.03], [0.00, 0.03, 0.03], [0.12, -0.07, -0.03], [0.04, 0.03, -0.08], [-0.04, 0.02, 0.00], [-0.03, 0.05, 0.02], [-0.01, -0.05, 0.02], [-0.05, -0.14, 0.14], [0.13, 0.04, -0.28], [-0.04, 0.07, 0.04], [-0.05, -0.17, -0.04], [0.03, 0.05, 0.02], [-0.02, 0.06, 0.01], [-0.04, 0.00, 0.10], [0.01, 0.04, -0.09], [-0.01, 0.03, -0.03], [0.03, 0.05, 0.00], [-0.09, -0.01, 0.04], [0.00, -0.03, 0.09], [0.04, -0.01, -0.02], [0.05, 0.01, -0.02], [-0.03, -0.01, -0.04], [0.05, 0.00, 0.16], [0.06, -0.02, -0.27], [-0.08, 0.02, 0.03], [0.15, -0.10, 0.05], [-0.04, 0.05, -0.02], [-0.07, 0.01, 0.00], [-0.03, 0.03, 0.10], [-0.01, -0.04, -0.06], [-0.02, -0.03, -0.02], [-0.03, 0.04, -0.04], [-0.03, -0.04, 0.08], [0.01, 0.04, 0.06], [0.03, 0.02, -0.03], [0.01, 0.03, -0.04], [0.00, -0.05, -0.01], [0.11, 0.00, -0.11], [-0.24, -0.05, 0.09], [0.05, 0.06, 0.03], [0.02, -0.17, -0.08], [-0.02, 0.08, 0.01], [-0.02, 0.05, 0.05], [0.15, 0.10, -0.12], [-0.03, -0.02, 0.04], [-0.01, 0.00, 0.02], [-0.02, 0.04, 0.02], [0.08, -0.01, 0.00], [0.04, 0.03, -0.06], [-0.04, 0.00, -0.01], [-0.06, 0.05, 0.00], [0.00, -0.07, 0.07]]
}



| no. | E (Ha) | F_max (eV/Å) |
| --- | --- | --- |
| 1 | -5727.99152 | 7.70 |
| 2 | -2739.26693 | 0.38 |